C3H2ClNOS in the gas phase. Source: the Open Molecules 2025 dataset; level of theory: the ωB97M-V functional and the def2-TZVPD basis.

Computed properties:
LUMO energy = 0.44 eV
HOMO = -8.57 eV
SMILES string = S=c1[nH]c(Cl)co1

Structure (ORCA input):
```
! RIJCOSX wB97M-V def2-TZVPD def2/J DEFGRID3
* xyz 0 1
S 1.403 -2.159 0.971
C 0.341 -1.029 0.242
N -0.280 0.165 0.739
C -0.487 0.887 -0.357
Cl -1.034 2.372 -0.052
C -0.270 0.250 -1.621
O -0.010 -1.104 -1.036
H 0.230 0.705 1.546
H -0.572 0.553 -2.653
*
```

=====

A molecular structure, C33H33CdClIN7O9S. Source: the Open Molecules 2025 dataset; level of theory: the ωB97M-V functional and the def2-TZVPD basis.

Computed properties:
LUMO energy = 3.75 eV
HOMO = -1.50 eV

Structure (ORCA input):
```
! RIJCOSX wB97M-V def2-TZVPD def2/J DEFGRID3
* xyz -2 1
Cd 0.537 0.405 0.282
O 4.282 2.229 -0.667
C 3.328 1.531 -0.336
O 2.270 1.902 0.268
C 3.394 -0.021 -0.668
O 4.329 -0.460 -1.341
O 2.435 -0.749 -0.208
N -2.251 -3.297 -0.704
C -3.498 -3.189 -0.047
C -4.640 -3.742 -0.606
C -5.859 -3.616 0.048
C -5.941 -2.901 1.232
C -4.801 -2.318 1.769
C -3.573 -2.496 1.154
S -2.090 -1.878 1.867
N -1.167 -1.555 0.482
C -1.319 -2.266 -0.556
C -0.454 -1.995 -1.746
C -0.239 -2.939 -2.745
C 0.561 -2.591 -3.822
C 1.115 -1.325 -3.871
C 0.865 -0.455 -2.820
N 0.098 -0.788 -1.792
H -2.351 -3.601 -1.659
H -4.573 -4.274 -1.549
H -6.747 -4.058 -0.387
H -6.896 -2.767 1.724
H -4.860 -1.702 2.656
H -0.640 -3.941 -2.669
H 0.764 -3.313 -4.603
H 1.755 -1.017 -4.686
H 1.288 0.541 -2.786
N -2.268 3.101 -1.781
C -1.068 2.857 -1.193
O -0.296 1.997 -1.599
C -0.696 3.737 -0.035
I 0.147 5.559 -0.775
H -2.533 2.354 -2.407
H -3.008 3.330 -1.116
H 0.093 3.273 0.542
H -1.547 4.013 0.579
C 3.385 -3.516 -1.769
C 4.258 -3.372 -0.537
N 4.370 -4.616 0.233
C 5.065 -5.729 -0.397
C 4.120 -6.856 -0.794
C 4.067 -4.749 1.543
O 4.386 -5.748 2.189
C 3.294 -3.651 2.211
C 3.776 -3.096 3.386
C 3.015 -2.138 4.032
C 1.778 -1.802 3.499
N 1.295 -2.343 2.384
C 2.053 -3.229 1.751
H 3.341 -2.539 -2.248
H 2.370 -3.812 -1.492
H 3.782 -4.253 -2.475
H 3.850 -2.580 0.083
H 5.262 -3.050 -0.825
H 5.815 -6.111 0.298
H 5.580 -5.332 -1.273
H 3.614 -7.240 0.092
H 4.674 -7.676 -1.259
H 3.369 -6.500 -1.499
H 4.735 -3.416 3.777
H 3.365 -1.656 4.935
H 1.150 -1.055 3.971
H 1.649 -3.633 0.828
O -4.219 2.660 0.187
N -3.837 1.500 0.494
O -4.668 0.652 0.861
O -2.627 1.211 0.427
Cl -1.990 6.442 3.822
C -1.347 4.850 3.440
C 0.019 4.672 3.306
C 0.522 3.415 3.016
C -0.317 2.295 2.840
C 0.215 0.996 2.535
C -1.701 2.526 2.982
C -2.211 3.776 3.276
H 0.688 5.517 3.415
H 1.590 3.289 2.879
H -0.493 0.177 2.612
H 1.281 0.822 2.607
H -2.381 1.697 2.838
H -3.281 3.920 3.360
*
```

=====

6 unconnected molecules or ions with the total composition C13H37O6S5. Source: the Open Molecules 2025 dataset; level of theory: the ωB97M-V functional and the def2-TZVPD basis.

Computed properties:
LUMO energy = 2.39 eV
HOMO = -2.99 eV

Structure (ORCA input):
```
! RIJCOSX wB97M-V def2-TZVPD def2/J DEFGRID3
* xyz -1 1
C -0.464 0.654 0.769
C -0.963 -0.026 -0.534
C 0.214 -0.881 -1.108
O -2.147 -0.652 -0.483
H 0.253 1.429 0.463
H -0.050 -0.033 1.513
H -1.317 1.170 1.224
H -1.088 0.782 -1.299
H 1.258 -0.712 -0.825
H 0.098 -0.900 -2.197
H 0.038 -1.929 -0.828
C -0.540 -7.407 0.621
S -0.425 -5.781 1.520
O 1.006 -5.284 1.472
C -1.349 -4.716 0.340
H -0.764 -7.300 -0.433
H -1.310 -7.840 1.259
H 0.403 -7.908 0.816
H -1.706 -3.787 0.784
H -2.161 -5.353 -0.009
H -0.656 -4.398 -0.438
C 1.932 1.381 -3.324
S 2.359 0.094 -4.523
O 1.521 0.345 -5.751
C 4.071 0.576 -4.867
H 0.915 1.182 -2.984
H 2.065 2.404 -3.669
H 2.536 1.225 -2.423
H 4.671 -0.237 -4.448
H 4.403 1.534 -4.470
H 4.362 0.545 -5.919
C -3.329 1.409 5.666
S -3.740 -0.316 5.248
O -5.253 -0.309 5.349
C -3.274 -0.157 3.519
H -2.288 1.674 5.487
H -3.571 1.510 6.720
H -3.968 1.990 5.003
H -3.890 0.612 3.056
H -3.265 -1.044 2.890
H -2.241 0.197 3.591
C -0.623 3.722 -1.509
S -1.889 3.225 -2.734
O -2.993 2.608 -1.956
C -2.335 4.923 -3.232
H 0.102 4.349 -2.033
H -0.176 2.826 -1.097
H -1.112 4.337 -0.752
H -1.395 5.392 -3.527
H -2.711 5.452 -2.355
H -3.061 4.903 -4.037
C 3.403 1.832 1.849
S 3.349 0.516 0.590
O 4.786 0.293 0.200
C 3.022 -0.860 1.773
H 3.372 2.787 1.332
H 4.375 1.645 2.301
H 2.517 1.669 2.458
H 1.992 -0.886 2.117
H 3.737 -0.699 2.581
H 3.291 -1.775 1.252
*
```

=====

A molecular structure, C6H14HgN4O2S3Sb. Source: the Open Molecules 2025 dataset; level of theory: the ωB97M-V functional and the def2-TZVPD basis.

Computed properties:
LUMO energy = 2.54 eV
HOMO = -4.04 eV

Structure (ORCA input):
```
! RIJCOSX wB97M-V def2-TZVPD def2/J DEFGRID3
* xyz -1 1
Hg -2.321 -1.533 -1.754
N 0.285 -1.150 -1.502
C 0.822 0.128 -1.939
C 2.156 0.514 -1.272
C 2.198 0.367 0.259
C 1.625 1.494 1.134
N 0.176 1.670 1.126
C -0.697 0.729 1.513
N -1.948 0.788 1.090
N -0.340 -0.249 2.353
C -0.266 1.226 -1.833
O 0.124 2.410 -1.769
O -1.466 0.842 -1.774
H 0.171 -1.224 -0.497
H 0.827 -1.950 -1.801
H 1.002 0.042 -3.016
H 2.401 1.537 -1.563
H 2.932 -0.138 -1.684
H 3.244 0.259 0.560
H 1.717 -0.575 0.544
H 2.024 2.456 0.815
H 1.962 1.346 2.164
H -0.148 2.293 0.389
H -2.148 1.292 0.229
H -2.565 -0.003 1.304
H 0.617 -0.335 2.636
H -0.947 -1.074 2.368
S -2.108 -2.667 2.544
Sb -3.376 -3.399 0.726
S -4.230 -1.266 -0.271
S -1.723 -3.828 -1.082
*
```

=====

A gas-phase ion, C5H12NO (charge +1). Source: the Open Molecules 2025 dataset; level of theory: the ωB97M-V functional and the def2-TZVPD basis.

Computed properties:
LUMO energy (alpha / beta) = -2.86 / -10.33 eV
HOMO (alpha / beta) = -7.48 / -17.20 eV

Structure (ORCA input):
```
! RIJCOSX wB97M-V def2-TZVPD def2/J DEFGRID3
* xyz 1 3
C 0.059 0.986 1.063
C -0.380 -0.293 0.553
C 0.319 2.187 0.195
C -0.069 -1.630 1.173
C 0.532 -0.814 -1.736
N -0.733 -0.315 -0.927
O -1.239 0.502 1.319
H 0.694 0.960 1.941
H -0.580 2.506 -0.518
H 1.266 2.098 -0.164
H 0.214 3.032 0.910
H -0.710 -2.526 1.067
H -0.211 -1.677 2.306
H 0.977 -1.853 0.983
H 1.519 -0.237 -1.428
H 0.629 -1.813 -1.625
H 0.281 -0.605 -2.760
H -1.471 -1.111 -1.107
H -1.096 0.603 -1.244
*
```

=====

2 unconnected molecules or ions with the total composition C4H12N2O3. Source: the Open Molecules 2025 dataset; level of theory: the ωB97M-V functional and the def2-TZVPD basis.

Computed properties:
LUMO energy = 0.56 eV
HOMO = -8.38 eV
SMILES string = CN[C@H](CO)C(N)=O.O

Structure (ORCA input):
```
! RIJCOSX wB97M-V def2-TZVPD def2/J DEFGRID3
* xyz 0 1
C -1.444 -0.249 1.811
N -1.017 -0.748 0.522
C 0.194 -0.200 -0.027
C 0.274 -0.639 -1.473
O 1.156 0.197 -2.253
C 1.435 -0.680 0.812
N 2.542 0.114 0.661
O 1.382 -1.505 1.695
H -2.522 -0.245 1.922
H -1.103 0.787 1.903
H -0.909 -0.715 2.646
H -1.205 -1.717 0.344
H 0.213 0.872 0.145
H 0.594 -1.662 -1.564
H -0.671 -0.438 -1.968
H 2.088 -0.024 -2.155
H 2.643 0.732 -0.126
H 3.303 0.044 1.256
O -2.514 1.879 -1.075
H -2.355 1.473 -1.934
H -2.084 2.725 -1.142
*
```

=====

Q: Which max |F| values were calculated for the entries above? A: 6.06, 1.47, 1.77, 1.58, 6.46, 2.29, in eV Å⁻¹.
Q: Which energy relative to the best compared isomer or geometry (same formula, charge and spin) values were calculated for the entries above? A: 42.5, 28.8, 2.4, 15.8, 128.1, 32.2, in kcal per mole.